Record 1
60
Properties=species:S:1:pos:R:3:forces:R:3 method="wB97M-V/def2-TZVPD" gap_ev="7.068 / 6.893" e_lumo_ha="-0.23285 / -0.25243" total_charge=+2 homo_energy_ev="-13.40 / -13.76" spin_multiplicity=2 e_above_lowest_kcal_mol=2.5 fmax_ha_per_bohr=0.00556
H -5.535 0.418 2.562 -0.01 -0.02 0.00
S 2.028 0.304 -1.085 -0.08 -0.01 -0.03
Re -0.770 0.107 1.397 -0.13 -0.14 0.02
H 1.560 -0.153 3.997 0.04 -0.01 -0.04
H 3.232 -4.033 3.753 -0.01 0.00 0.00
H 1.918 -1.596 4.952 -0.01 0.01 0.01
H -1.594 -0.149 4.744 0.01 -0.02 -0.01
C 3.703 -1.681 1.449 0.02 0.04 -0.03
C 2.371 -3.911 3.090 0.03 -0.01 0.03
H 1.486 -4.227 3.647 0.01 -0.01 0.00
H -0.057 -5.422 1.587 -0.01 0.01 -0.01
O -4.649 -0.549 0.035 0.03 0.10 0.06
C 3.837 2.272 -1.236 0.01 -0.03 0.01
H 3.426 3.045 -1.886 -0.02 0.00 0.00
H -3.049 0.105 -1.826 0.02 0.02 -0.01
H 4.636 -1.877 1.984 -0.01 -0.02 0.01
H 3.276 3.033 0.723 0.00 0.00 0.00
H -0.696 -0.164 3.346 0.06 0.01 0.08
H 2.506 -4.587 2.247 0.00 -0.01 -0.01
H -1.110 1.324 -1.029 -0.01 0.00 -0.02
H 1.384 -3.267 -1.769 0.00 0.00 -0.01
H 0.011 -4.059 -2.544 0.01 0.02 -0.01
H 4.383 0.171 -1.488 0.00 0.00 0.01
H 1.282 -5.353 0.433 0.02 -0.01 0.00
H -2.715 -4.636 0.224 0.00 0.00 0.00
H -5.268 0.194 4.288 0.00 0.03 0.01
Si 0.276 -1.893 1.238 0.17 0.03 0.14
H -2.827 -2.887 0.257 -0.01 0.05 0.01
H 4.894 2.471 -1.076 0.00 0.01 -0.01
C 3.612 0.871 -1.801 -0.01 0.02 0.00
H -0.741 -0.255 -1.282 0.03 0.00 0.03
C 2.221 -1.017 4.077 -0.08 0.02 0.02
H 3.713 -2.277 0.534 0.01 0.02 -0.01
H -2.581 -2.850 3.014 -0.01 0.00 -0.01
N 3.125 2.295 0.046 0.04 0.01 0.02
C -3.502 -0.256 0.133 0.03 -0.28 -0.06
H -2.678 -3.731 -1.284 -0.01 0.00 0.01
C 2.141 1.442 0.209 -0.05 0.03 -0.05
C -4.799 0.532 3.360 -0.01 -0.01 0.02
N -2.664 0.079 -0.893 -0.03 0.03 -0.03
H -1.711 1.305 3.789 0.00 -0.03 0.01
C -2.342 -3.723 -0.244 -0.02 0.00 -0.02
S 1.131 1.447 1.590 0.03 0.00 0.04
H 3.539 0.872 -2.885 0.00 0.00 0.00
H 3.696 -0.623 1.182 0.02 -0.02 0.01
H -4.561 1.591 3.468 0.00 0.00 -0.03
C 0.199 -5.285 0.535 0.01 -0.04 -0.05
Si -3.325 -0.500 3.009 0.06 0.04 -0.01
H -0.238 -6.120 -0.020 0.01 0.00 -0.01
Si -0.469 -3.692 -0.159 -0.08 0.04 0.09
N -1.291 0.374 -0.701 0.01 0.05 -0.15
H -4.298 -2.703 2.587 0.00 0.01 0.00
Si 2.267 -2.125 2.566 0.01 -0.05 -0.01
C -3.506 -2.314 3.232 -0.01 -0.03 0.02
H 3.224 -0.632 4.270 0.01 -0.03 0.02
C 0.294 -3.289 -1.821 0.03 0.01 -0.01
H -0.047 -2.330 -2.222 -0.02 0.00 -0.03
H -3.790 -2.533 4.264 0.01 -0.01 0.00
C -1.713 0.214 3.717 -0.02 0.07 -0.09
O -2.818 -0.243 1.326 -0.09 0.13 0.04

***

Record 2
19
Properties=species:S:1:pos:R:3:forces:R:3 method="wB97M-V/def2-TZVPD" gap_ev=8.452 e_lumo_ha=0.14629 total_charge=-1 homo_energy_ev=-4.47 spin_multiplicity=1 e_above_lowest_kcal_mol=4.4 fmax_ha_per_bohr=0.02603
H -1.491 -2.861 1.988 0.16 -0.08 -0.08
C 1.355 2.487 -2.011 -1.02 0.80 0.34
H -1.352 0.026 -0.084 0.33 0.67 -0.39
H 0.786 -2.950 0.148 -0.09 -0.36 0.12
H 0.367 -1.739 -1.036 -0.17 0.09 0.01
H -1.203 -1.471 2.954 0.20 0.40 0.45
H 0.922 3.499 -1.923 0.00 -0.21 0.10
C 0.808 1.663 -0.842 -0.46 -0.31 0.18
H 0.900 2.082 -2.911 0.63 -0.08 -0.35
C -0.738 -2.093 2.206 -0.34 -0.33 -0.56
H 0.322 -0.558 1.074 0.07 -0.02 0.15
H 2.423 2.649 -1.966 0.32 -0.43 -0.32
C -0.452 -1.317 0.934 -0.19 -0.17 -0.49
C -0.018 -2.294 -0.178 0.01 0.90 0.08
O -0.323 1.131 -1.057 0.10 0.09 -0.15
O -1.654 -0.662 0.528 0.03 -0.65 0.57
H -0.930 -2.807 -0.477 0.16 -0.45 -0.07
O 1.474 1.591 0.203 0.31 0.04 0.17
H 0.168 -2.590 2.555 -0.04 0.10 0.24

***

Record 3
29
Properties=species:S:1:pos:R:3:forces:R:3 method="wB97M-V/def2-TZVPD" gap_ev=7.832 e_lumo_ha=0.00392 homo_energy_ev=-7.73 spin_multiplicity=1 e_above_lowest_kcal_mol=57.5 fmax_ha_per_bohr=0.01487
H -0.414 2.797 -1.266 -0.03 0.08 -0.09
C -0.070 -0.893 0.171 0.76 -0.01 -0.02
H -0.244 -4.342 -0.061 -0.03 -0.11 0.05
H -0.473 -0.492 -3.846 -0.16 -0.08 -0.24
H 0.938 2.958 1.748 -0.01 0.13 0.05
H 1.823 1.995 -1.716 0.00 -0.03 -0.10
C -0.596 2.141 -0.420 0.00 -0.08 0.02
C 0.821 0.080 -0.127 -0.31 -0.27 -0.40
H 2.854 1.865 -0.287 0.14 -0.04 0.03
H 1.166 -2.435 -0.702 -0.06 0.05 0.03
H -1.260 1.352 -0.761 -0.08 0.00 -0.02
C 0.133 -2.226 -0.428 0.00 0.27 -0.55
C 0.911 1.880 1.601 0.02 -0.08 -0.13
H 1.844 1.460 1.969 0.11 -0.04 0.09
C -1.582 -3.129 1.047 0.43 -0.43 -0.31
C -0.156 -0.693 -2.826 0.08 -0.34 0.51
C 1.895 2.223 -0.655 -0.12 -0.09 0.07
H 1.865 3.304 -0.531 -0.01 0.12 0.02
H 0.098 1.468 2.192 -0.08 -0.03 0.10
C -1.248 -0.734 0.983 -0.42 -0.02 0.20
C -0.552 -3.342 0.209 -0.27 -0.35 0.28
C 0.738 1.564 0.108 0.01 0.18 0.08
H -1.108 2.717 0.347 -0.09 0.10 0.09
H -2.117 -3.956 1.488 -0.02 -0.14 0.01
S -0.656 -2.128 -2.306 0.23 0.49 0.11
H 1.696 -0.229 -0.681 0.15 -0.14 0.01
H -2.824 -1.663 2.041 -0.06 0.10 0.05
C -1.966 -1.797 1.399 -0.10 0.65 0.00
H -1.515 0.258 1.310 -0.10 0.11 0.06

***

Record 4
56
Properties=species:S:1:pos:R:3:forces:R:3 method="wB97M-V/def2-TZVPD" gap_ev=2.392 e_lumo_ha=-0.31064 total_charge=+1 homo_energy_ev=-10.85 spin_multiplicity=1 fmax_ha_per_bohr=0.08776
H 2.947 -1.686 -0.689 -0.08 0.00 0.33
O 5.207 -3.051 3.431 0.12 0.14 -0.15
C -5.172 2.980 -0.461 -0.22 0.10 -0.05
H -0.944 -0.516 1.163 -0.01 -0.03 -0.02
C -6.459 -1.988 -1.972 -0.04 -0.02 0.07
O 4.012 0.390 -2.442 0.96 -1.06 -1.00
S -0.658 1.380 -0.263 -0.25 0.48 0.06
Cl 2.527 -1.745 3.181 -0.06 -0.28 -0.13
O 2.023 2.943 3.941 -0.15 -0.23 0.05
H -8.394 -2.834 -1.600 -0.02 0.00 -0.02
H 6.071 -2.654 3.288 0.23 -0.07 0.35
Ca 2.924 -2.416 -3.423 0.08 0.02 0.28
H -4.512 -1.068 -2.033 0.00 0.03 0.01
Ca 5.644 1.031 -4.785 2.48 2.21 0.20
N 3.180 3.373 3.836 0.20 0.13 -0.05
S 4.078 1.993 -2.354 -0.61 4.44 0.48
H -0.463 0.952 2.051 0.05 0.05 0.00
C -1.101 0.558 1.264 0.07 -0.10 0.06
C -5.346 -1.377 -1.417 0.30 -0.11 -0.08
H 5.078 -2.202 0.033 0.02 -0.45 0.03
Cl -4.301 2.824 1.070 0.03 -0.02 0.00
C -5.314 -1.157 -0.055 -0.15 -0.58 -0.05
H -2.819 0.693 -0.994 -0.04 0.02 0.06
H 4.745 0.142 -0.317 -0.05 0.19 0.97
Br 3.441 -4.561 1.356 -0.10 0.28 0.00
Cl 0.618 -0.665 4.535 0.06 0.35 0.07
O 4.432 2.406 -1.033 0.50 -1.39 0.52
Cl -4.007 3.213 -1.777 -0.05 -0.02 0.02
H -6.291 -1.351 1.829 0.00 0.04 0.00
H -1.599 -0.589 -1.246 0.01 0.01 0.10
C -7.471 -2.131 0.201 0.04 -0.01 -0.09
O 2.820 2.520 -2.792 -0.28 -1.28 -0.60
F -4.227 -0.569 0.496 0.03 -0.01 -0.02
O 4.109 2.630 4.143 -0.15 -0.24 0.10
H -8.300 -2.420 0.832 -0.01 -0.01 0.04
C 4.935 -1.608 0.940 -0.32 0.61 0.29
Cl 3.986 0.822 1.771 0.22 0.49 0.16
C 4.143 -0.360 0.522 0.26 -1.01 -1.33
Cl -6.244 4.374 -0.387 0.01 0.05 0.03
O 3.377 4.496 3.431 -0.12 0.11 -0.02
O 5.156 2.403 -3.329 -0.79 -1.44 0.54
C -1.801 0.483 -1.309 0.09 -0.20 -0.22
C -7.524 -2.362 -1.165 -0.08 -0.03 -0.04
Si 4.141 -2.660 2.280 0.07 -0.55 -0.07
C 2.795 -0.753 -0.096 0.76 -0.18 -0.08
H 2.035 -0.965 0.637 -0.19 0.00 0.17
H 2.476 0.013 -0.774 -0.59 0.36 0.15
O 0.722 0.932 -0.624 -0.32 -0.29 -0.13
H -2.144 0.769 1.494 -0.02 0.00 -0.04
H -6.496 -2.171 -3.037 0.01 0.02 -0.03
Be 4.490 -0.843 -1.704 -0.69 0.81 -0.76
Cl -6.129 1.520 -0.751 0.10 0.58 -0.07
F 7.698 2.882 -4.584 -1.61 -2.08 -0.62
H 5.928 -1.305 1.258 0.22 0.06 0.20
C -6.355 -1.530 0.764 0.02 0.02 0.30
H -1.663 0.821 -2.335 0.04 0.10 0.03

***

Record 5
27
Properties=species:S:1:pos:R:3:forces:R:3 method="wB97M-V/def2-TZVPD" gap_ev=9.669 e_lumo_ha=-0.11826 total_charge=+1 homo_energy_ev=-12.89 spin_multiplicity=1 e_above_lowest_kcal_mol=88.9 fmax_ha_per_bohr=0.11961
H 0.193 -2.622 -1.554 -0.58 -0.08 0.23
H -2.206 1.756 -1.869 0.47 -0.27 0.74
C -3.416 1.276 -0.163 2.55 0.05 -1.00
C 0.910 -0.463 -0.837 0.58 -1.71 0.69
C 1.559 1.857 -0.522 -3.56 -1.54 4.77
C 2.921 -0.048 0.387 1.13 1.48 -0.67
C -3.668 0.458 0.875 -0.70 -1.74 1.55
H 2.480 2.287 -0.465 2.35 1.37 0.41
H 2.750 0.381 1.366 0.99 0.86 0.22
H 0.767 2.187 0.274 1.96 0.13 -0.97
H 2.211 -1.671 1.488 1.16 -0.15 -1.06
H 3.911 -1.430 1.360 2.06 -0.68 1.05
H -4.626 0.592 1.398 0.73 -0.16 0.13
C -0.220 -1.825 -0.945 4.25 3.41 -1.27
C -1.703 -0.763 0.316 -1.15 -1.31 0.85
H 3.052 -2.335 0.000 0.42 1.65 0.81
H 3.880 0.340 -0.155 -1.97 -0.25 0.89
C -2.259 1.139 -0.954 -0.85 0.42 -1.07
N 1.682 0.411 -0.269 -0.06 -1.42 -2.45
C 3.077 -1.471 0.752 -3.88 -2.25 -0.31
N -0.277 -0.424 -1.426 -1.61 -0.20 -0.79
O -0.875 -1.926 0.142 -2.26 -1.16 2.76
H -2.956 -1.350 2.031 -0.10 1.02 -1.48
H -4.003 2.111 -0.319 -1.40 1.40 -0.54
C -1.417 0.082 -0.702 -0.40 1.88 -0.83
H 1.061 2.085 -1.368 -1.25 0.27 -3.35
C -2.825 -0.632 1.158 1.11 -1.01 0.66

***

Record 6
30
Properties=species:S:1:pos:R:3:forces:R:3 method="wB97M-V/def2-TZVPD" gap_ev=10.070 e_lumo_ha=0.02241 homo_energy_ev=-9.46 spin_multiplicity=1 fmax_ha_per_bohr=0.01175 smiles="FC(F)C(F)(F)COC(F)(F)C(F)F.NC[Si@@H](F)N=C=O"
C -3.285 -0.398 -0.407 -0.12 -0.22 -0.08
H 4.418 0.470 0.367 -0.16 0.09 -0.01
F -1.690 -0.308 1.352 0.06 0.01 -0.05
F 0.541 2.854 -0.486 0.06 -0.08 -0.01
F -0.253 0.834 -0.811 0.09 -0.03 0.03
C 2.540 -0.383 0.559 -0.11 0.08 -0.29
H 4.537 -1.721 1.901 -0.08 0.03 0.02
C 3.822 -3.864 0.143 -0.45 0.32 -0.13
F -2.423 -0.632 -1.414 -0.06 0.08 0.04
C -1.785 2.610 -0.537 0.11 -0.01 0.09
H -3.556 -0.954 1.669 0.03 -0.01 0.03
F -2.405 -2.273 0.692 0.01 0.05 0.06
N 2.877 -3.320 0.684 0.60 0.04 0.07
F -4.422 -1.086 -0.678 0.00 -0.03 -0.18
O 4.695 -4.369 -0.430 0.06 -0.27 0.05
F -1.766 2.578 0.809 -0.03 0.01 -0.07
Si 3.096 -1.833 1.577 0.01 -0.09 0.18
C -2.766 -0.990 0.916 -0.05 0.06 -0.09
H 1.771 -0.717 -0.147 0.01 0.08 0.16
H -0.378 2.300 -2.168 0.02 -0.03 0.00
C -0.434 2.142 -1.088 -0.13 0.05 0.05
F -1.874 3.918 -0.932 -0.04 0.05 0.03
O -3.620 0.914 -0.290 0.31 0.05 0.50
N 3.646 0.201 -0.239 0.26 -0.25 0.11
H -3.795 2.726 -1.073 -0.03 -0.02 -0.04
C -3.048 1.934 -1.078 -0.31 0.11 -0.38
H -2.905 1.619 -2.113 0.11 -0.04 0.04
H 2.074 0.404 1.158 0.08 -0.07 -0.02
H 4.046 -0.505 -0.853 -0.16 0.11 -0.05
F 2.299 -1.970 2.954 -0.07 -0.05 -0.09

***

Record 7
45
Properties=species:S:1:pos:R:3:forces:R:3 method="wB97M-V/def2-TZVPD" gap_ev=5.150 e_lumo_ha=-0.24473 total_charge=+1 homo_energy_ev=-11.81 spin_multiplicity=1 e_above_lowest_kcal_mol=0.0 fmax_ha_per_bohr=0.02307
Si 0.801 -0.083 1.925 0.70 -0.22 -0.47
F -6.382 3.366 0.292 0.55 -0.14 1.03
H 0.291 1.208 -0.108 -0.07 0.09 -0.22
H -0.884 -0.306 3.668 -0.03 -0.09 0.06
C -5.168 0.566 4.110 -0.02 -0.05 -0.37
H 1.322 2.135 0.991 0.06 0.21 -0.05
C 1.143 1.153 0.563 -0.23 -0.20 0.36
C -6.573 -1.132 2.880 -0.37 0.09 -0.63
C -4.337 4.045 3.214 0.13 0.10 0.13
C -5.989 -2.942 4.898 0.09 -0.10 0.18
H 1.437 -2.094 0.655 0.08 -0.10 -0.07
H 0.316 -2.492 1.966 -0.03 -0.24 0.04
C 0.540 -1.776 1.180 -0.12 0.39 0.20
F -3.609 5.056 3.739 -0.63 -0.85 -0.48
C -2.808 -0.479 1.870 -0.52 -0.09 -0.05
C -5.830 1.977 2.125 -0.43 -0.19 -0.54
C -0.746 0.425 2.869 0.18 0.25 0.35
H -7.174 -4.316 3.785 -0.15 -0.32 -0.03
H -6.838 -0.474 2.080 -0.07 0.09 -0.21
H 2.086 -0.855 3.884 0.10 -0.09 0.18
H -3.674 -0.400 1.242 -0.25 0.04 -0.35
H -4.926 5.156 1.497 0.00 0.31 -0.18
C -6.785 -3.316 3.832 -0.18 -0.75 0.09
H -3.901 2.737 4.802 0.17 -0.07 0.27
H 2.020 0.849 -0.002 0.09 0.02 -0.11
C -4.422 2.841 3.868 0.36 -0.04 0.68
H -6.424 1.217 1.664 -0.12 -0.13 -0.16
H -4.581 0.644 5.010 0.17 0.03 0.27
H -0.290 -1.747 0.480 -0.11 -0.14 -0.15
C 2.272 -0.146 3.081 -0.52 0.10 -0.11
H -2.657 -1.418 2.364 0.08 -0.46 0.24
C -5.754 -0.715 3.946 -0.31 -0.51 -0.10
H 2.455 0.835 3.511 0.14 0.10 0.13
C -5.743 3.185 1.470 -0.19 -0.46 -0.06
F -5.705 -3.830 5.878 -0.27 0.75 -0.87
C -7.078 -2.413 2.826 0.01 0.41 -0.27
H -0.514 1.380 3.344 -0.03 0.11 0.06
H -4.872 -1.402 5.795 0.20 0.10 0.23
F -7.856 -2.793 1.788 0.67 0.32 0.92
C -5.485 -1.666 4.952 0.43 0.14 0.63
C -1.961 0.519 2.030 0.26 0.06 0.19
H 3.157 -0.461 2.534 0.12 -0.03 -0.02
C -4.998 4.217 2.012 0.17 0.72 -0.26
C -5.167 1.761 3.349 -0.10 0.54 -0.33
H -2.129 1.439 1.492 -0.01 0.28 -0.16

***

Record 8
51
Properties=species:S:1:pos:R:3:forces:R:3 method="wB97M-V/def2-TZVPD" gap_ev=9.120 e_lumo_ha=0.02222 homo_energy_ev=-8.52 spin_multiplicity=1 e_above_lowest_kcal_mol=36.3 fmax_ha_per_bohr=0.02169 smiles="Cc1ccc(N(C)S(=O)(=O)c2ccc3c(c2)C[C@@H](C)N3C(=O)C2CC2)cc1"
S 1.550 -2.887 -0.273 -0.25 0.17 -0.10
C 3.390 3.243 1.019 0.09 -0.02 -0.05
C 3.152 1.903 0.391 -0.08 0.01 0.01
C -1.624 0.254 0.389 0.45 -0.57 -0.06
O -3.992 2.917 0.582 -0.07 0.18 -0.01
N -2.352 1.391 0.701 -0.08 0.25 0.30
H 2.082 -3.085 -2.917 0.02 0.13 -0.21
O 1.103 -4.002 -1.052 -0.16 0.20 -0.23
C 3.621 0.740 0.991 -0.08 0.02 -0.06
H 2.669 3.974 0.661 -0.04 0.09 0.02
H -2.542 -0.511 -1.408 -0.09 0.00 -0.05
H -0.898 -2.354 -1.620 -0.07 -0.04 -0.14
C -1.765 -0.629 -0.672 0.01 0.03 -0.01
H -0.143 2.839 0.110 0.13 -0.04 -0.08
C -3.613 1.789 0.339 -0.11 -0.22 -0.10
O 2.299 -3.148 0.917 -0.02 0.33 0.11
H -0.252 3.939 1.495 0.12 0.08 0.07
H -2.250 2.709 2.317 0.11 -0.11 -0.08
H -4.620 1.890 -2.198 0.03 0.11 0.04
H 3.324 3.179 2.103 -0.01 0.06 0.08
H 0.391 1.684 2.433 0.02 0.06 0.03
C 3.413 -0.498 0.416 0.12 0.07 -0.09
H 4.388 3.601 0.767 0.05 0.10 0.03
H 2.121 2.676 -1.316 -0.04 0.09 -0.04
H -6.201 2.135 -0.278 0.08 0.07 0.02
C -0.832 -1.650 -0.806 -0.08 -0.12 -0.06
H 4.163 0.805 1.924 0.06 0.00 0.11
C 2.256 0.552 -1.400 -0.03 -0.29 -0.09
H -0.969 0.899 3.246 0.00 0.03 0.03
H -6.669 0.385 -0.419 0.04 -0.14 -0.02
C -4.480 0.755 -0.292 -0.15 0.00 0.11
H -5.051 0.136 -2.357 0.00 -0.09 0.02
H 3.772 -1.395 0.892 0.10 -0.03 0.04
C 2.130 -2.021 -2.700 -0.17 -0.24 -0.39
C 2.708 -0.610 -0.781 0.43 0.72 0.33
C -4.960 0.992 -1.704 -0.02 -0.02 -0.18
C -0.593 1.246 2.281 -0.16 -0.07 0.09
H 1.172 -1.036 1.850 0.08 0.07 0.13
N 2.466 -1.893 -1.302 -0.27 -0.95 0.52
C -5.909 1.137 -0.566 -0.01 0.05 0.06
H 1.719 0.504 -2.334 -0.07 -0.04 -0.10
C -0.557 0.118 1.294 -0.12 -0.03 -0.18
C 0.197 -1.784 0.103 0.55 -0.53 -0.06
H 2.915 -1.559 -3.298 -0.02 0.02 0.05
H -1.537 3.924 0.283 -0.02 0.06 -0.05
C 2.481 1.786 -0.818 0.06 0.02 0.09
C -1.563 2.233 1.613 0.13 0.58 0.13
C 0.350 -0.904 1.166 -0.18 0.03 0.08
H -4.272 -0.262 0.012 -0.05 -0.01 -0.10
H 1.165 -1.569 -2.951 0.01 0.03 -0.07
C -0.822 3.306 0.820 -0.25 -0.08 0.10